# C130H76O28

A cluster of 11 separate species, C130H76O28 in total (wB97M-V/def2-TZVPD, OMol25).

CARTESIAN COORDINATES (ANGSTROEM)
C (11.183, 14.614, 22.051)
C (10.707, 14.209, 23.222)
C (9.441, 14.813, 23.954)
O (9.096, 14.603, 25.064)
C (8.836, 15.813, 23.085)
C (9.336, 16.102, 21.843)
C (10.633, 15.706, 21.255)
O (11.200, 16.280, 20.360)
O (8.640, 16.907, 21.020)
O (11.375, 13.362, 23.980)
H (12.103, 14.221, 21.642)
H (7.926, 16.332, 23.349)
H (9.124, 17.074, 20.208)
H (11.275, 13.557, 24.915)
C (14.019, 18.103, 22.175)
C (14.325, 18.045, 20.783)
C (14.683, 16.775, 20.102)
O (14.732, 16.490, 18.844)
C (14.858, 15.720, 21.090)
C (14.713, 15.738, 22.434)
C (14.147, 16.969, 23.107)
O (14.016, 17.070, 24.318)
O (14.854, 14.600, 23.222)
O (14.211, 19.165, 19.916)
H (13.741, 19.056, 22.601)
H (14.893, 14.684, 20.787)
H (14.109, 14.557, 23.826)
H (14.854, 19.112, 19.205)
C (11.255, 18.537, 15.960)
C (10.366, 18.221, 16.929)
C (9.058, 17.484, 16.823)
O (8.231, 17.182, 17.676)
C (8.760, 17.218, 15.379)
C (9.642, 17.521, 14.430)
C (11.028, 18.052, 14.602)
O (11.863, 18.216, 13.712)
O (9.292, 17.173, 13.174)
O (10.588, 18.715, 18.263)
H (12.233, 18.961, 16.134)
H (7.904, 16.658, 15.035)
H (10.034, 17.304, 12.579)
H (11.491, 18.732, 18.589)
C (19.268, 17.629, 26.819)
C (18.325, 16.842, 26.130)
C (18.062, 17.057, 24.794)
C (18.807, 17.976, 24.026)
C (19.793, 18.696, 24.714)
C (20.014, 18.574, 26.122)
C (20.587, 19.838, 24.074)
O (21.391, 20.475, 24.623)
C (20.210, 20.167, 22.680)
C (20.789, 21.210, 21.982)
C (20.200, 21.636, 20.812)
C (19.142, 20.975, 20.204)
C (18.763, 19.769, 20.748)
C (19.138, 19.406, 22.054)
C (18.624, 18.183, 22.581)
O (17.883, 17.390, 21.911)
H (19.428, 17.624, 27.887)
H (17.967, 16.045, 26.765)
H (17.274, 16.598, 24.216)
H (20.825, 19.194, 26.478)
H (21.657, 21.740, 22.345)
H (20.458, 22.548, 20.295)
H (18.792, 21.472, 19.311)
H (17.897, 19.261, 20.351)
C (16.332, 28.744, 17.401)
C (17.448, 27.868, 17.707)
C (17.285, 26.682, 18.261)
C (15.983, 26.143, 18.357)
C (14.953, 26.844, 17.692)
C (15.090, 28.177, 17.313)
C (13.508, 26.219, 17.447)
O (12.622, 26.775, 16.841)
C (13.332, 24.798, 17.901)
C (12.148, 24.034, 17.606)
C (11.915, 22.786, 18.213)
C (12.894, 22.186, 19.007)
C (14.066, 22.822, 19.193)
C (14.336, 24.130, 18.672)
C (15.755, 24.797, 18.964)
O (16.631, 24.208, 19.592)
H (16.476, 29.660, 16.848)
H (18.485, 28.163, 17.643)
H (18.117, 26.010, 18.412)
H (14.326, 28.603, 16.680)
H (11.350, 24.417, 16.986)
H (10.939, 22.336, 18.110)
H (12.651, 21.345, 19.639)
H (14.897, 22.383, 19.725)
C (10.905, 13.367, 16.209)
C (12.167, 13.800, 15.649)
C (13.289, 13.617, 16.413)
C (13.231, 12.943, 17.643)
C (12.023, 12.504, 18.194)
C (10.886, 12.750, 17.420)
C (11.745, 11.866, 19.535)
O (10.743, 11.498, 20.051)
C (13.045, 11.747, 20.294)
C (12.929, 11.207, 21.561)
C (14.026, 10.919, 22.314)
C (15.303, 11.429, 21.939)
C (15.418, 11.877, 20.628)
C (14.351, 12.127, 19.796)
C (14.551, 12.845, 18.440)
O (15.682, 13.368, 18.142)
H (9.985, 13.802, 15.848)
H (12.212, 14.373, 14.735)
H (14.197, 14.171, 16.229)
H (9.869, 12.476, 17.657)
H (12.052, 10.796, 22.040)
H (13.858, 10.413, 23.254)
H (16.147, 11.287, 22.598)
H (16.343, 12.254, 20.218)
C (15.299, 10.868, 29.013)
C (14.049, 10.770, 28.367)
C (13.500, 11.955, 27.675)
C (14.089, 13.159, 27.686)
C (15.402, 13.297, 28.289)
C (15.903, 12.184, 29.039)
C (16.053, 14.553, 28.556)
O (17.062, 14.703, 29.246)
C (15.248, 15.761, 28.131)
C (15.722, 17.047, 28.390)
C (14.963, 18.173, 28.052)
C (13.691, 18.042, 27.511)
C (13.227, 16.782, 27.151)
C (13.941, 15.653, 27.465)
C (13.303, 14.316, 27.150)
O (12.148, 14.218, 26.642)
H (15.980, 10.139, 29.428)
H (13.427, 9.887, 28.356)
H (12.483, 11.777, 27.357)
H (16.735, 12.248, 29.725)
H (16.709, 17.160, 28.813)
H (15.574, 19.052, 28.193)
H (13.102, 18.891, 27.200)
H (12.225, 16.790, 26.746)
C (17.780, 11.995, 26.200)
C (17.371, 12.352, 24.966)
C (18.212, 13.043, 24.135)
C (19.397, 13.553, 24.610)
C (19.824, 13.288, 25.955)
C (19.009, 12.412, 26.654)
C (20.877, 14.134, 26.624)
O (21.205, 14.014, 27.799)
C (21.578, 15.127, 25.804)
C (22.410, 16.032, 26.470)
C (23.195, 17.000, 25.827)
C (22.992, 17.116, 24.417)
C (22.115, 16.263, 23.739)
C (21.418, 15.219, 24.396)
C (20.264, 14.432, 23.758)
O (19.880, 14.824, 22.673)
H (17.057, 11.467, 26.803)
H (16.424, 12.031, 24.557)
H (17.928, 13.151, 23.098)
H (19.194, 12.139, 27.682)
H (22.429, 16.245, 27.529)
H (23.711, 17.605, 26.557)
H (23.283, 17.952, 23.798)
H (21.864, 16.645, 22.760)
C (16.465, 21.424, 24.587)
C (16.718, 22.633, 23.736)
C (15.615, 23.247, 23.140)
C (14.342, 22.706, 23.295)
C (14.034, 21.650, 24.209)
C (15.152, 21.028, 24.768)
C (12.674, 20.972, 24.311)
O (12.412, 19.980, 25.006)
C (11.628, 21.496, 23.346)
C (10.537, 20.748, 23.072)
C (9.651, 21.039, 22.026)
C (9.907, 22.189, 21.331)
C (11.086, 22.908, 21.393)
C (11.969, 22.565, 22.411)
C (13.222, 23.427, 22.552)
O (13.402, 24.506, 21.971)
H (17.252, 20.799, 24.983)
H (17.603, 23.182, 23.451)
H (15.680, 24.159, 22.565)
H (15.038, 20.160, 25.401)
H (10.418, 19.758, 23.486)
H (8.761, 20.439, 21.911)
H (9.384, 22.415, 20.413)
H (11.410, 23.679, 20.709)
C (18.487, 22.127, 11.635)
C (18.185, 20.952, 10.987)
C (18.273, 19.762, 11.621)
C (18.613, 19.600, 12.914)
C (18.879, 20.733, 13.584)
C (18.847, 21.971, 12.954)
C (19.106, 20.648, 15.070)
O (19.400, 21.649, 15.778)
C (19.015, 19.332, 15.721)
C (19.172, 19.218, 17.053)
C (19.004, 18.019, 17.674)
C (18.882, 16.832, 17.036)
C (18.777, 16.918, 15.706)
C (18.732, 18.134, 15.006)
C (18.547, 18.234, 13.587)
O (18.316, 17.279, 12.890)
H (18.461, 23.072, 11.112)
H (18.166, 20.904, 9.908)
H (18.184, 18.893, 10.986)
H (19.039, 22.820, 13.594)
H (19.345, 20.128, 17.608)
H (19.046, 18.141, 18.747)
H (18.584, 15.962, 17.603)
H (18.331, 15.990, 15.380)
C (15.336, 23.681, 14.553)
C (14.681, 23.550, 13.277)
C (14.566, 22.356, 12.639)
C (14.810, 21.261, 13.391)
C (15.240, 21.282, 14.797)
C (15.586, 22.564, 15.248)
C (15.334, 20.034, 15.681)
O (15.737, 20.034, 16.884)
C (15.133, 18.751, 14.864)
C (15.518, 17.564, 15.613)
C (15.425, 16.253, 15.006)
C (15.087, 16.150, 13.656)
C (14.709, 17.366, 12.968)
C (14.780, 18.663, 13.541)
C (14.527, 19.922, 12.708)
O (14.162, 19.783, 11.587)
H (15.498, 24.677, 14.940)
H (14.366, 24.490, 12.849)
H (14.122, 22.428, 11.657)
H (16.086, 22.633, 16.203)
H (15.970, 17.590, 16.593)
H (15.844, 15.490, 15.645)
H (15.063, 15.212, 13.121)
H (14.343, 17.274, 11.957)

Its SMILES is O=C1c2ccccc2C(=O)c2ccccc21.O=C1c2ccccc2C(=O)c2ccccc21.O=C1c2ccccc2C(=O)c2ccccc21.O=C1c2ccccc2C(=O)c2ccccc21.O=C1c2ccccc2C(=O)c2ccccc21.O=C1c2ccccc2C(=O)c2ccccc21.O=C1c2ccccc2C(=O)c2ccccc21.O=C1c2ccccc2C(=O)c2ccccc21.O=C1C=C(O)C(=O)C=C1O.O=C1C=C(O)C(=O)C=C1O.O=C1C=C(O)C(=O)C=C1O. The molar mass comes out at 2086.01 g/mol. For the orbital gap, the calculation gives 7.1 eV. The spin multiplicity is 1. Its total energy is -193364.280 eV.